Entry from the Open Molecules 2025 dataset: a molecular structure, C25H30F5O5Pb in a non-equilibrium geometry (the ωB97M-V functional and the def2-TZVPD basis).

The HOMO energy comes out at -3.66 eV. Its total energy is -2038.963079 Ha. For the LUMO energy, the calculation gives 2.2 eV. As for the net charge: -1. The value obtained for the orbital gap is 5.9 eV.

Structure (XYZ):
```
66
Properties=species:S:1:pos:R:3:forces:R:3
C -0.0221 -0.5061 -3.5632 0.443 -0.741 -0.661
C -0.5530 -1.5158 -2.4734 -0.133 0.577 -0.295
C -0.1951 0.9035 -2.9777 0.158 0.031 -0.039
C -1.3255 0.7923 -1.9783 -0.238 -0.461 0.316
H -0.3939 1.5969 -3.7914 0.134 0.156 0.166
H 0.7329 1.1756 -2.4566 -0.160 0.041 -0.188
C -1.1862 -0.6404 -1.4065 -0.278 1.035 1.022
H 0.2760 -2.0937 -2.0544 -0.162 -0.093 -0.275
H -1.3414 -2.1621 -2.8638 0.309 -0.152 -0.211
C -0.3170 -0.3473 -0.1631 0.545 0.230 0.336
H -2.1863 -0.9747 -1.0577 0.663 -0.147 -0.193
H -2.2909 0.9256 -2.4824 0.197 -0.004 -0.015
C -1.2721 1.6932 -0.7184 -0.859 0.076 -0.525
C 1.4485 -0.6671 -3.8676 1.232 -1.337 1.234
C -0.6307 -0.6155 -4.9828 -0.856 0.827 0.434
O -1.2523 0.3074 -5.4578 0.343 -1.044 -0.056
O 2.2150 -1.3594 -3.2156 -0.574 0.888 -0.833
O 1.8245 0.0298 -4.9517 0.207 -0.040 0.299
O -0.3989 -1.7195 -5.7244 -0.311 -0.111 0.006
C 0.1815 -2.9610 -5.2618 -0.052 0.283 0.126
H -0.0216 -3.1535 -4.1939 0.202 0.101 -0.615
H 1.2656 -2.9542 -5.4609 -0.392 0.011 0.189
H -0.2957 -3.7289 -5.8839 0.181 0.182 0.281
C 3.2161 -0.0711 -5.2755 0.345 -0.026 -0.064
H 3.8425 0.3931 -4.5001 -0.293 -0.166 -0.179
H 3.3364 0.4597 -6.2193 -0.042 -0.042 0.112
H 3.5183 -1.1208 -5.3916 -0.143 0.292 0.078
O -0.7997 0.9052 0.3577 0.491 -1.242 -0.028
H 0.7636 -0.2013 -0.3685 -0.323 -0.254 -0.501
H -0.3306 -1.1424 0.6027 -0.399 0.531 -0.106
C -2.7009 2.0430 -0.3452 -0.348 -0.043 0.180
C -0.4424 2.9491 -0.9178 -0.218 -0.061 0.276
H -0.6569 3.3612 -1.8994 0.067 0.185 -0.171
H 0.6177 2.7381 -0.8227 0.172 0.021 -0.016
H -0.7306 3.6795 -0.1653 0.175 0.101 0.096
H -2.7320 2.4319 0.6727 0.008 0.056 -0.108
H -3.3104 1.1286 -0.3704 0.061 0.222 0.034
H -3.1271 2.7679 -1.0362 -0.079 0.118 -0.091
Pb 0.1738 -0.0081 4.5564 -0.701 0.546 -0.789
C -1.9293 -1.6637 4.8511 -0.025 -0.434 -0.075
C -2.4928 -1.6064 3.5514 -0.186 -0.111 -0.087
C -1.7285 -2.4283 2.6880 0.142 0.245 0.889
H -3.4087 -1.0691 3.2668 0.618 -0.159 0.196
C -0.6698 -2.9959 3.4474 -0.054 0.142 0.045
C -0.7799 -2.5378 4.7841 -0.403 -0.224 -0.029
H -0.1557 -2.8451 5.6340 -0.302 0.113 -0.440
H -2.3381 -1.2001 5.7577 0.158 -0.232 -0.427
H -1.9469 -2.6271 1.6469 0.068 0.067 0.029
H 0.0736 -3.7023 3.0651 -0.225 0.383 0.207
C 2.7785 1.1159 3.6644 0.155 -0.544 0.279
C 2.7652 -0.0265 4.5502 0.695 -0.110 -1.119
C 2.8023 -1.2088 3.7205 0.136 0.928 0.112
H 2.8077 0.0027 5.6375 0.137 -0.021 -0.206
C 2.8495 -0.7862 2.3673 -0.252 0.348 0.608
C 2.8232 0.6358 2.3385 0.018 -0.237 0.247
H 2.8804 1.2480 1.4361 -0.120 -0.173 0.342
H 2.8154 2.1615 3.9752 -0.105 -0.351 -0.111
H 2.8395 -2.2336 4.0754 -0.067 0.157 -0.049
H 2.9404 -1.4323 1.4975 -0.137 0.097 0.201
F -2.0915 2.0914 5.0278 -0.265 0.477 0.539
C -1.4188 2.0655 3.8228 1.880 -1.382 -0.103
F -2.3682 1.9584 2.8658 -0.519 0.304 -0.406
C -0.6749 3.3763 3.6505 -0.392 -0.623 -0.255
F -1.4929 4.4517 3.6820 0.281 0.461 0.004
F 0.2391 3.5172 4.6452 -0.275 0.179 -0.384
F -0.0180 3.4004 2.4607 -0.336 0.154 0.772
```
Forces are in eV/Å.

Atomic partial charges in e from the Mulliken method, atoms 1 to 6: 2.602 -1.972 -2.338 -0.263 0.497 0.326



Entry from the Open Molecules 2025 dataset: C25H30N2O5 in the gas phase (the ωB97M-V functional and the def2-TZVPD basis).

The HOMO energy comes out at -7.73 eV. Its total energy is -1456.339208 Ha. For the LUMO energy, the calculation gives 0.6 eV. Its SMILES is CCN1CCN(Cc2c(O)ccc3c(=O)c(-c4ccc(OC)c(OC)c4)c(C)oc23)CC1. The value obtained for the orbital gap is 8.4 eV.

Structure (XYZ):
```
62
Properties=species:S:1:pos:R:3:forces:R:3
C -8.0818 -0.4060 1.3978 0.238 0.264 0.010
H -9.0044 -0.3404 1.9684 -0.117 -0.046 0.042
H -7.5369 -1.2871 1.7274 -0.005 -0.141 0.014
H -8.3365 -0.5236 0.3474 -0.066 -0.081 -0.095
C -7.2531 0.8640 1.6208 -0.207 -0.108 0.056
N -5.9806 0.9362 0.9333 0.112 0.000 -0.077
C -5.0038 -0.0495 1.3483 0.227 0.155 0.009
C -3.6420 0.3431 0.7835 -0.129 -0.292 0.300
N -3.7147 0.3801 -0.6702 -0.035 0.056 -0.024
C -4.7078 1.3572 -1.0829 -0.338 0.000 -0.156
C -6.0675 0.9606 -0.5114 0.186 0.213 -0.056
H -6.8166 1.6975 -0.8084 -0.018 -0.032 -0.034
H -6.3499 -0.0211 -0.9308 -0.032 0.071 -0.026
H -4.7579 1.3716 -2.1747 0.033 0.014 0.037
H -4.4474 2.3670 -0.7271 0.005 -0.046 -0.035
C -2.4063 0.6024 -1.2744 0.183 0.040 -0.108
C -1.5112 -0.6064 -1.1292 -0.059 0.344 0.014
C -2.0201 -1.9033 -1.2313 0.360 0.134 0.060
C -1.1582 -3.0067 -1.1527 -0.079 -0.048 -0.004
C 0.1859 -2.8247 -0.9664 -0.128 0.181 -0.012
C 0.7238 -1.5387 -0.8509 -0.082 0.219 -0.004
C -0.1351 -0.4406 -0.9390 -0.016 -0.962 0.003
O 0.3314 0.8300 -0.8388 -0.110 0.131 -0.079
C 1.6581 1.0488 -0.6899 0.576 -0.015 0.196
C 2.5812 0.0622 -0.6124 -0.218 0.067 -0.012
C 2.1634 -1.3483 -0.6445 -0.259 0.026 -0.044
O 2.9357 -2.2855 -0.5133 -0.063 0.037 -0.024
C 4.0232 0.3373 -0.4973 0.182 0.131 -0.070
C 4.6800 1.1898 -1.3755 -0.031 -0.207 0.150
C 6.0406 1.3785 -1.2565 0.208 -0.076 0.187
C 6.7947 0.7293 -0.2821 -0.068 0.085 -0.146
C 6.1370 -0.1456 0.6027 0.085 -0.008 0.069
C 4.7661 -0.3190 0.4777 0.096 0.087 0.058
H 4.2478 -0.9806 1.1502 0.019 -0.099 0.050
O 6.8769 -0.7891 1.5645 0.035 0.365 -0.324
C 6.2575 -1.8046 2.3162 -0.095 -0.163 0.135
H 5.5073 -1.3979 3.0025 0.012 -0.032 -0.045
H 7.0576 -2.2653 2.8948 -0.098 -0.003 -0.007
H 5.7923 -2.5558 1.6715 -0.002 0.027 0.022
O 8.1210 1.0476 -0.3039 -0.387 0.110 -0.050
C 9.0612 0.3174 0.4506 0.419 -0.166 0.217
H 8.9155 0.4534 1.5240 0.045 -0.025 -0.118
H 9.0269 -0.7485 0.2145 0.013 0.063 0.025
H 10.0316 0.7213 0.1606 -0.051 -0.051 0.025
H 6.5687 2.0341 -1.9309 0.087 0.062 -0.074
H 4.1374 1.6818 -2.1673 -0.069 0.060 -0.098
C 1.9468 2.5140 -0.5840 -0.178 -0.190 -0.011
H 2.9158 2.6806 -0.1249 0.006 0.023 -0.007
H 1.1675 2.9894 0.0087 -0.037 0.030 0.039
H 1.9401 2.9741 -1.5714 0.012 0.069 -0.061
H 0.8662 -3.6596 -0.9020 0.061 -0.073 0.007
H -1.5886 -3.9909 -1.2437 -0.048 -0.126 -0.002
O -3.3305 -2.1411 -1.4044 -0.047 -0.182 -0.153
H -3.8095 -1.2862 -1.2750 0.065 0.085 0.139
H -1.9048 1.4831 -0.8454 -0.134 -0.045 -0.086
H -2.5609 0.7977 -2.3426 -0.029 0.057 0.083
H -2.8891 -0.3910 1.0800 -0.013 0.033 -0.007
H -3.3531 1.3276 1.1858 0.014 -0.054 -0.044
H -4.9567 -0.0630 2.4390 0.004 -0.051 -0.001
H -5.2526 -1.0639 0.9916 0.025 0.014 0.076
H -7.0445 0.9729 2.6892 -0.068 0.072 -0.031
H -7.8369 1.7335 1.3039 0.008 -0.003 0.104
```
Forces are in eV/Å.

Atomic partial charges in e from the Mulliken method, atoms 1 to 6: -1.033 0.412 0.287 0.287 -0.733 0.016



Entry from the Open Molecules 2025 dataset: 2 unconnected molecules or ions with the total composition C25H30N3O4P in a non-equilibrium geometry (the ωB97M-V functional and the def2-TZVPD basis).

The HOMO energy comes out at -7.79 eV. Its total energy is -1777.003487 Ha. For the LUMO energy, the calculation gives -0.5 eV. Its SMILES is C=C[C@](CCCCn1cccc1)(OC(=O)c1ccncc1)P(C)C.O=[N+]([O-])c1ccccc1. The value obtained for the orbital gap is 7.3 eV.

Structure (XYZ):
```
63
Properties=species:S:1:pos:R:3:forces:R:3
C 1.9148 -2.0872 1.3016 0.146 -0.129 -0.426
C 1.8420 -3.0026 0.2796 -0.204 0.809 0.805
C 0.9532 -2.9097 -0.9299 2.871 0.299 -0.728
C 1.8324 -2.9536 -2.2252 -1.295 -0.311 -0.058
C 2.0724 -1.6043 -2.8793 0.776 0.264 0.067
C 2.8604 -0.5893 -2.0180 0.078 0.417 -0.630
C 2.0874 0.7266 -1.7545 0.137 -0.808 0.860
N 2.1542 1.1242 -0.3553 0.044 0.374 -0.107
C 3.2691 1.4926 0.3435 0.146 -0.148 -0.085
C 2.8961 1.7606 1.6307 0.052 0.087 0.595
C 1.4941 1.5661 1.7303 0.143 0.010 -0.335
C 1.0842 1.1883 0.4796 -0.508 -0.132 -0.083
O 0.1674 -1.7124 -0.8375 -0.590 -0.395 0.338
C -0.9778 -1.6237 -1.5553 -0.178 0.148 -0.761
O -1.0855 -1.9106 -2.7206 0.183 -0.144 0.452
C -2.1193 -1.0464 -0.7828 -0.114 0.444 0.379
C -3.3579 -0.8840 -1.3882 0.214 -0.088 -0.041
C -4.3982 -0.3483 -0.6483 -0.559 0.073 -0.172
N -4.3185 0.0712 0.6164 0.666 -0.244 -0.433
C -3.1092 -0.0670 1.1621 -0.061 0.148 0.536
C -2.0037 -0.6199 0.5364 0.135 -0.173 -0.165
P -0.1327 -4.4606 -0.8684 -1.115 -0.104 -0.568
C 1.0093 -5.8703 -0.5354 -0.039 0.852 0.497
C -0.9883 -4.2625 0.7533 0.979 0.314 -0.044
H 1.5998 -2.3036 2.3201 1.771 -0.718 0.420
H 2.3335 -1.0962 1.1376 -1.855 0.718 -0.351
H 2.4526 -3.9043 0.3183 -1.267 -0.853 0.662
H 1.3126 -3.5980 -2.9424 0.147 0.027 -0.160
H 2.7730 -3.4377 -1.9636 0.097 0.038 -0.086
H 2.6586 -1.8068 -3.7776 -0.075 -0.014 -0.082
H 1.1553 -1.1321 -3.2227 -0.199 -0.284 0.026
H 3.7500 -0.3027 -2.5821 0.188 -0.164 0.159
H 3.2083 -1.0250 -1.0832 -0.136 -0.009 0.091
H 2.4783 1.5296 -2.3742 -0.249 0.083 -0.134
H 1.0315 0.5347 -1.9289 -0.034 0.327 -0.335
H 4.2414 1.5392 -0.1165 0.002 -0.036 -0.079
H 3.5568 2.0560 2.4284 0.042 0.053 -0.020
H 0.8570 1.6726 2.5910 0.067 0.034 0.096
H 0.1070 0.9261 0.1109 0.005 0.054 -0.008
H -3.5078 -1.1711 -2.4185 0.011 -0.054 -0.019
H -5.3689 -0.2531 -1.1218 -0.044 0.048 0.048
H -3.0015 0.2885 2.1813 -0.084 -0.027 0.042
H -1.0668 -0.7186 1.0691 0.010 -0.008 0.010
H 1.2690 -5.8589 0.5230 0.183 -0.191 -0.012
H 1.9114 -5.7432 -1.1303 0.006 -0.300 -0.126
H 0.4811 -6.7901 -0.7677 0.095 -0.059 -0.193
H -1.4102 -3.2601 0.7805 -0.340 -0.089 0.003
H -1.7489 -5.0252 0.8858 -0.090 0.018 -0.015
H -0.2445 -4.2957 1.5520 -0.167 -0.180 0.183
C -2.7651 3.9501 0.3470 -0.003 0.007 -0.005
C -2.9242 5.3285 0.2717 0.044 -0.100 0.030
C -2.1606 6.1618 1.0732 -0.111 0.116 -0.115
C -1.2425 5.5960 1.9393 -0.084 -0.066 -0.101
C -1.0738 4.2285 2.0322 0.059 -0.230 0.078
C -1.8436 3.4032 1.2287 -0.063 0.079 -0.057
N -0.4131 6.4777 2.7786 -0.005 0.012 0.027
O -0.5966 7.6747 2.6895 -0.006 0.030 -0.009
O 0.4043 5.9553 3.5075 0.011 -0.019 0.026
H -3.3601 3.3013 -0.2830 -0.016 -0.009 0.022
H -3.6431 5.7550 -0.4142 -0.003 0.018 0.004
H -2.2789 7.2336 1.0207 0.088 0.016 0.072
H -0.3566 3.8020 2.7164 0.079 0.147 0.014
H -1.7207 2.3306 1.2889 0.025 0.020 -0.002
```
Forces are in eV/Å.

Atomic partial charges in e from the Mulliken method, atoms 1 to 6: -0.993 -0.520 1.194 -1.181 -1.229 -0.527